Entry 1:
An isolated molecule of C4H8O2, computed with ωB97M-V with the def2-TZVPD basis set.

Structure (ORCA input):
```
! wB97M-V def2-TZVPD RIJCOSX def2/J DEFGRID3
* xyz 0 1
C -1.710 0.174 0.234
C -0.273 -0.197 0.642
C 0.476 -1.099 -0.348
O 1.189 -0.187 -1.161
C 1.467 0.939 -0.371
O 0.581 0.940 0.726
H -2.419 -0.203 0.976
H -1.830 1.264 0.180
H -2.001 -0.271 -0.724
H -0.274 -0.652 1.639
H 1.155 -1.777 0.189
H -0.179 -1.688 -0.999
H 2.500 0.928 0.012
H 1.319 1.830 -0.995
*
```

As for the LUMO energy: 1.0 eV. Its relative energy (zero: lowest compared OMol25 entry of this formula, charge and spin) is 1.468 eV. The value obtained for the HOMO energy is -9.70 eV. As for the molar mass: 88.11 g/mol.

Mulliken atomic charge list, values in e, 2 entries: -1.2479, 0.4885

=====

Entry 2:
An isolated molecule of C4H8O2, computed with ωB97M-V with the def2-TZVPD basis set.

Structure (ORCA input):
```
! wB97M-V def2-TZVPD RIJCOSX def2/J DEFGRID3
* xyz 0 1
C -1.813 0.278 -0.012
C -0.576 0.899 -0.597
O 0.145 1.509 0.456
C 0.754 0.403 -0.261
C 0.951 -0.965 0.386
O 2.294 -1.268 0.692
H -1.571 -0.146 0.967
H -2.284 -0.474 -0.645
H -2.513 1.100 0.169
H -0.705 1.451 -1.531
H 1.585 0.965 -0.662
H 0.499 -1.778 -0.215
H 0.403 -0.939 1.329
H 2.829 -1.036 -0.077
*
```

As for the LUMO energy: 0.9 eV. Its relative energy (zero: lowest compared OMol25 entry of this formula, charge and spin) is 2.503 eV. The value obtained for the HOMO energy is -10.12 eV. As for the molar mass: 88.11 g/mol.

Mulliken atomic charge list, values in e, 2 entries: -1.2851, 0.2325

=====

Entry 3:
A 3-piece molecular cluster, C4H8O2 overall, computed with ωB97M-V with the def2-TZVPD basis set.

Structure (ORCA input):
```
! wB97M-V def2-TZVPD RIJCOSX def2/J DEFGRID3
* xyz 0 1
C 0.104 0.328 1.288
C -0.707 -0.800 0.810
C -0.503 -0.980 -0.624
O -0.726 0.030 -1.557
C 0.687 -0.937 0.246
O 0.914 2.175 -1.682
H 0.411 0.362 2.329
H 1.751 1.923 0.025
H -0.243 1.285 0.898
H -1.183 -1.476 1.503
H -0.786 -1.957 -1.014
H -1.603 0.414 -1.438
H 1.366 -1.755 0.444
H 0.637 1.315 -1.353
*
```

As for the LUMO energy (spin up / spin down): -1.5 / -1.5 eV. Its relative energy (zero: lowest compared OMol25 entry of this formula, charge and spin) is 8.713 eV. The value obtained for the HOMO energy (spin up / spin down) is -10.07 / -10.07 eV. As for the molar mass: 88.11 g/mol.

Mulliken atomic charge list, values in e, 2 entries: -0.6104, -0.3209

=====

Entry 4:
C4H8O2 as an isolated structure, computed with ωB97M-V with the def2-TZVPD basis set.

Structure (ORCA input):
```
! wB97M-V def2-TZVPD RIJCOSX def2/J DEFGRID3
* xyz 0 1
C 2.202 0.027 -0.345
O 0.998 -0.516 -0.779
C -0.232 0.000 -0.430
C -1.885 -0.971 0.240
C -0.431 1.104 0.487
O -1.499 1.581 0.807
H 3.111 -0.551 -0.569
H 2.309 1.020 -0.793
H 2.140 0.165 0.729
H -0.732 0.064 -1.373
H -1.898 -1.717 -0.545
H -1.586 -1.348 1.216
H -2.860 -0.436 0.304
H 0.364 1.580 1.051
*
```

As for the LUMO energy: 0.4 eV. Its relative energy (zero: lowest compared OMol25 entry of this formula, charge and spin) is 4.468 eV. The value obtained for the HOMO energy is -9.03 eV. As for the molar mass: 88.11 g/mol.

Mulliken atomic charge list, values in e, 2 entries: -0.6905, -0.3657

=====

Entry 5:
C4H8O2 as an isolated structure, computed with ωB97M-V with the def2-TZVPD basis set.

Structure (ORCA input):
```
! wB97M-V def2-TZVPD RIJCOSX def2/J DEFGRID3
* xyz 0 1
C -0.535 1.428 0.971
C 0.362 0.507 0.218
C 0.072 -0.927 0.216
O -0.465 -1.806 0.860
C -0.088 -0.252 -1.076
O -1.363 -0.112 -1.555
H -0.584 2.396 0.483
H -1.534 1.010 0.988
H -0.201 1.597 1.994
H 1.385 0.839 0.136
H 2.405 -1.561 -0.278
H 1.858 -1.999 0.101
H 0.637 -0.292 -1.874
H -1.826 -0.914 -1.282
*
```

As for the LUMO energy: 0.5 eV. Its relative energy (zero: lowest compared OMol25 entry of this formula, charge and spin) is 3.875 eV. The value obtained for the HOMO energy is -9.29 eV. As for the molar mass: 88.11 g/mol.

Mulliken atomic charge list, values in e, 2 entries: -1.3504, 0.4081

=====

Entry 6:
C4H8O2 as an isolated structure, computed with ωB97M-V with the def2-TZVPD basis set.

Structure (ORCA input):
```
! wB97M-V def2-TZVPD RIJCOSX def2/J DEFGRID3
* xyz 0 1
O -1.769 0.657 -0.429
C -1.562 -0.604 0.007
C -0.126 -0.742 0.367
C 0.913 -0.272 -0.628
C 1.250 0.987 0.149
O 0.108 0.996 1.026
H -0.800 1.185 0.378
H -2.203 -0.958 0.845
H -1.615 -1.447 -0.740
H 0.139 -1.567 1.043
H 1.752 -0.953 -0.769
H 0.419 -0.044 -1.573
H 1.368 1.889 -0.463
H 2.124 0.872 0.788
*
```

As for the LUMO energy: 0.2 eV. Its relative energy (zero: lowest compared OMol25 entry of this formula, charge and spin) is 4.110 eV. The value obtained for the HOMO energy is -8.85 eV. As for the molar mass: 88.11 g/mol.

Mulliken atomic charge list, values in e, 2 entries: -0.7622, -0.3916